The following is a quantum chemistry calculation of a structure of composition C23H32N8OPSSr, from the Open Molecules 2025 dataset.

Geometry (Å):
C  2.23546  0.40269  3.35008
N  -2.94151  -3.19615  -0.96618
C  -2.75948  0.31935  1.76440
C  -1.85358  -3.09866  -3.12644
C  -4.06340  0.75232  1.92930
H  4.96146  -0.55208  -1.82490
N  -0.58594  1.08573  -0.55704
C  -1.61540  2.19410  -2.41405
C  -0.37490  2.27651  0.02531
N  0.79688  1.24868  1.83164
H  3.20365  5.20359  -0.57654
C  3.38984  1.86190  -0.06385
H  -3.82257  -3.81965  0.79270
C  -1.18562  1.06110  -1.74595
N  2.82309  0.54733  4.55907
H  0.57471  -2.63339  3.44155
P  2.53540  -0.38210  -1.45714
H  2.13788  4.41508  -2.66788
H  -2.26363  -4.07176  -3.39577
N  1.46116  1.41219  3.00092
C  -1.41338  3.42427  -1.80418
H  0.12794  -4.56329  2.05450
C  2.32886  -0.56414  -3.26422
H  4.48895  -0.94244  -0.15109
N  -0.24265  -2.77374  2.84966
H  3.11266  -0.05255  -3.82463
H  3.55808  -0.08428  4.81831
C  -3.05724  -3.10871  0.48554
H  3.71599  1.15086  0.68679
C  0.32562  2.31821  1.31073
C  3.08453  4.14361  -0.76023
H  -2.09514  2.11029  -3.37881
H  3.99927  3.55593  1.09158
H  -0.59702  4.40534  -0.07386
C  -3.43314  -1.72914  0.98346
C  -4.76800  -1.37233  1.11652
C  4.21815  -1.04857  -1.20091
C  -5.09065  -0.11225  1.59143
C  2.79803  1.40773  -1.24247
H  -1.32559  0.07719  -2.18365
C  2.34492  2.34181  -2.17256
C  2.48811  3.70155  -1.93247
H  1.35630  -0.18087  -3.57528
H  1.88004  2.01801  -3.09607
C  -0.78772  3.46491  -0.57363
H  -1.93132  0.96981  2.02194
H  -0.48463  -4.66396  3.56072
N  -0.56147  -4.16493  2.68008
O  -0.79293  -2.53346  -1.05218
H  -1.73545  4.33805  -2.28597
H  2.73420  1.43298  5.02827
H  -1.03815  -2.34007  3.30531
H  -3.73773  -3.51176  -1.49458
H  -2.48763  -2.33023  -3.57190
C  3.53699  3.21961  0.17243
Sr  0.28065  -1.13005  0.70375
S  2.64227  -1.04209  2.46545
H  -2.11834  -3.42349  0.93784
H  -4.25894  1.74075  2.32007
H  4.20644  -2.11495  -1.43352
C  -1.81150  -2.92171  -1.63245
N  -2.43745  -0.89088  1.29689
H  -5.54292  -2.08349  0.86097
H  -6.12490  0.18357  1.70678
H  0.48283  3.28489  1.78489
H  2.35811  -1.62807  -3.50231
H  -0.84854  -3.00468  -3.52620

The largest force on an atom comes out at 0.00369 Eh/bohr. As for the energy relative to the best compared isomer or geometry (same formula, charge and spin): 0.0 kcal/mol. The frontier orbital gap comes out at 7.5 eV. As for the HOMO energy: -9.945 eV. As for the total charge: +1.


The following is a quantum chemistry calculation of the molecule C5H12N2O in a non-equilibrium geometry, from the Open Molecules 2025 dataset.

Geometry (Å):
H  -0.19830  -1.63914  -2.23584
C  -1.13992  1.52302  1.55949
H  -2.22198  1.52468  1.41284
N  -0.97574  0.22525  -0.71262
H  -0.93320  0.60069  2.11156
H  0.19126  -2.95648  -1.03836
C  -0.39427  -1.07314  -0.16956
O  -0.00838  2.39777  -0.41982
C  1.22177  -0.44656  0.47070
H  -0.47304  0.45952  -1.57144
C  -0.40228  1.48540  0.26323
C  -0.34575  -2.03752  -1.23654
H  2.10583  -0.67213  -1.36098
H  -1.05189  -1.30820  0.67904
N  2.23425  -0.11898  -0.51879
H  -1.96087  0.00953  -0.90743
H  -0.80374  2.36736  2.15487
H  2.24081  0.86040  -0.77824
H  1.39458  0.18432  1.34994
H  1.52089  -1.38578  0.94796

The largest force on an atom comes out at 0.08031 Eh/bohr. As for the energy relative to the best compared isomer or geometry (same formula, charge and spin): 143.2 kcal/mol. The frontier orbital gap (alpha / beta) comes out at 5.9 / 5.9 eV. As for the HOMO energy (alpha / beta): -6.069 / -6.070 eV. As for the total charge: 0.


The following is a quantum chemistry calculation of a structure of composition C40H42N5O2RuSi in a non-equilibrium geometry, from the Open Molecules 2025 dataset.

Geometry (Å):
H  -2.30057  -0.34442  -1.63996
H  -4.11821  4.13605  -1.27658
C  2.20495  2.51452  -2.57483
C  4.14002  -10.99029  4.28217
C  0.56004  -3.86155  0.96366
C  3.18971  0.28508  0.35315
Ru  0.16368  1.49884  -0.62097
C  1.31094  -9.12608  2.96911
H  3.19240  2.07244  -2.66964
H  1.91616  2.84985  -3.56895
H  -0.84500  3.49136  2.44155
C  2.61882  -9.39656  3.39200
H  4.07394  -12.02966  4.59789
C  -2.04213  3.72670  -0.84788
H  3.96907  -6.36829  2.71813
H  2.45900  4.45500  1.07882
H  4.60165  -8.56387  3.59781
H  2.08414  2.74999  0.83831
H  -0.59369  2.32162  1.13783
C  2.38095  -2.21037  1.03919
H  -1.25318  6.00405  0.49351
C  4.11063  -0.57234  0.95661
H  -1.94594  5.64601  2.07498
C  -0.74851  3.98120  -1.62582
C  -3.13232  5.66665  -2.26643
H  -4.15011  3.56989  0.89949
H  4.35098  -2.54378  1.79962
O  2.83934  -10.63848  3.86418
H  5.12231  -0.23750  1.12292
H  -3.32035  -2.56188  -1.22157
C  2.65852  3.59700  0.44311
H  3.00296  6.35952  -1.57821
C  -3.28793  2.26496  -3.23106
C  1.87268  -3.51050  1.30557
H  -6.13592  0.71778  -4.19857
H  -2.01747  -4.27462  0.03807
C  3.58167  -8.39112  3.29438
N  2.51005  -4.56535  1.86153
C  -5.34479  0.69781  -2.21228
N  0.43387  -5.16601  1.35160
C  -4.31370  1.83210  -4.05391
C  -3.21064  3.27457  1.35326
H  2.89674  5.60463  -3.15797
H  -0.04585  -7.72191  2.15542
H  -3.09784  2.19674  1.25869
H  1.51024  1.68355  -2.29492
H  -4.12721  5.95899  -2.58543
H  -0.38412  -5.74440  1.26372
C  -2.00939  3.97984  0.70730
N  0.52340  4.56069  -1.13007
C  1.93062  -6.87441  2.38578
H  -0.64219  3.27497  -2.46512
H  -4.32360  0.86581  -0.33053
H  3.71362  3.37125  0.54821
H  0.58128  -9.91633  3.04295
C  1.51174  -1.27759  0.42379
H  3.50466  1.26532  0.03014
C  -0.31686  -2.97063  0.29901
H  4.46882  -10.37255  5.12268
C  -3.13800  4.53872  -1.49187
C  -3.29760  1.91323  -1.88478
H  -3.00174  5.91477  0.68639
C  3.17254  5.43566  -2.12101
C  1.63905  -5.55355  1.88298
C  -2.13500  6.57353  -2.66991
C  -0.77449  6.50748  -2.31669
N  1.92893  -0.02996  0.12128
C  -1.76252  -1.09355  -1.07191
H  -2.49674  2.87967  -3.63332
C  -2.33002  -2.35051  -0.84611
H  -4.30946  2.11536  -5.09501
H  0.12772  4.00184  1.06719
H  -6.14918  0.10328  -1.80777
C  3.23478  -7.15247  2.80102
C  -4.32992  1.12874  -1.37848
C  0.17441  -1.66058  0.03546
H  -0.14245  7.37830  -2.39101
C  -5.33976  1.04991  -3.55092
C  -0.31404  5.33880  -1.85680
O  -2.30167  2.29366  -0.99802
H  -3.24930  3.52076  2.41072
H  4.85810  -10.90340  3.46188
C  0.97268  -7.88995  2.47301
C  -0.74088  3.41528  1.36074
H  4.23675  5.22629  -2.09338
C  3.69803  -1.83043  1.32243
Si  2.17966  4.01187  -1.35989
N  -0.56452  -0.75338  -0.63432
C  -1.60938  -3.29171  -0.15043
H  -2.46114  7.43638  -3.23166
C  -2.05692  5.48172  1.00472

Its expectation value of S² is 6.0491. The largest force on an atom comes out at 0.02734 Eh/bohr. As for the energy relative to the best compared isomer or geometry (same formula, charge and spin): 64.9 kcal/mol. The frontier orbital gap (alpha / beta) comes out at 6.4 / 7.0 eV. The spin multiplicity is 5. As for the HOMO energy (alpha / beta): -9.108 / -9.757 eV. As for the total charge: +1.


The following is a quantum chemistry calculation of a cluster of 2 separate species, C6H15NO in total in a non-equilibrium geometry, from the Open Molecules 2025 dataset.

Geometry (Å):
C  -2.27796  0.66898  -1.53817
H  0.81160  -0.65164  2.23613
C  1.23760  -0.85953  1.19149
O  -1.84063  -0.76150  2.78703
H  1.05963  1.30240  1.11876
H  -2.10405  1.48043  -2.21891
C  0.65832  0.37592  -2.05884
H  1.04728  1.41597  -2.10657
H  -0.10738  0.06674  -2.80902
H  0.59452  -1.61920  0.86594
H  -1.64545  0.93145  0.46062
H  2.93597  -1.51416  0.24633
H  -3.21384  0.69868  -1.05887
C  -1.26674  0.76755  -0.43760
H  2.05702  0.81808  -0.12068
C  0.06876  0.53908  -0.69694
C  1.20103  0.49749  0.42906
H  -2.58362  -0.08402  2.88581
H  1.25726  -0.53795  -2.18029
H  -1.55761  -0.24489  1.95334
H  3.10055  -1.73521  1.93822
N  2.67385  -1.26246  1.14789
H  -2.10611  -0.29220  -2.03474

Its structure (SMILES) is C/C=C(\C)CCN.O. The largest force on an atom comes out at 0.12940 Eh/bohr. As for the energy relative to the best compared isomer or geometry (same formula, charge and spin): 80.3 kcal/mol. The frontier orbital gap comes out at 9.5 eV. As for the HOMO energy: -8.716 eV. As for the total charge: 0.


The lowest energy relative to the best compared isomer or geometry (same formula, charge and spin) belongs to which entry? C23H32N8OPSSr